Entry 1:
This record from the Open Molecules 2025 dataset describes a structure of composition C16H36As2F12PRb. The level of theory is ωB97M-V with the def2-TZVPD basis set.

M: 722.73 g mol⁻¹
Frontier orbital gap: 10.5 eV
Relative energy (zero: lowest compared OMol25 entry of this formula, charge and spin): 1.250 eV

XYZ file:
```
68
C16H36As2F12PRb, DFT ωB97M-V with the def2-TZVPD basis set
H 2.2055 -2.4573 4.4996
H -0.0157 1.7026 -0.7969
H -1.5478 -4.2508 2.3474
H 3.8756 0.2172 -1.2433
C 0.3612 -1.3165 4.5409
F -1.5579 0.8909 -2.7926
F 6.2594 2.0931 -3.8456
H 2.9234 3.1291 -0.4727
C -5.3588 0.9565 0.5552
C 1.7008 1.3829 0.3175
H -2.4001 -3.0267 -0.3493
H -0.3280 -3.7433 1.2465
H -3.0745 -1.0219 1.2787
P -0.8944 0.9270 1.2972
H 1.7626 0.2989 0.2216
F 4.7362 0.0605 -6.3129
H 2.2204 2.1103 -1.7347
H 1.0569 -3.1327 5.6504
H 0.9194 -3.3565 3.9004
H -4.6664 1.8144 -1.2381
H -2.5281 2.4677 -0.6657
F 0.2218 -1.4117 -4.9226
H 4.5690 1.1886 0.0068
C -3.1730 2.2302 0.1803
H -3.5835 3.1804 0.5221
H -5.9228 1.8788 0.6946
H -4.9810 0.4459 1.4409
H 0.8232 1.4884 2.9629
H -3.0056 1.2035 2.0991
H 0.6410 -0.5766 5.2908
C 0.2557 1.8858 0.2427
H -6.0954 0.3442 0.0349
F 0.9198 0.5582 -3.5925
H -3.8185 0.3363 -0.8040
F -2.1851 -1.2156 -4.1179
C 2.6820 2.1022 -0.7473
H -0.7086 0.9689 3.6567
C -4.2388 1.2588 -0.4035
F -1.0924 0.6977 -5.3785
As -0.7004 -0.2491 -3.8629
C -2.1067 -1.5196 1.3396
F 7.0543 0.2124 -5.3965
C -2.4107 1.8306 1.4350
H -1.8110 -1.5821 2.3869
H -1.5901 -0.4808 -0.5297
H 0.0278 2.9212 0.4957
H 1.6963 -0.4892 3.1585
F 5.9242 2.2356 -6.3833
C 0.0232 0.7529 2.8784
F -0.2746 -1.2322 -2.4639
C -2.3175 -2.9741 0.7363
H -1.5287 -5.0325 0.8932
C 1.1461 -2.6346 4.6850
H 4.5415 1.7138 -1.6576
C 0.6231 -0.6688 3.2235
H -3.3470 -3.2790 0.9243
C -1.2087 -0.6644 0.4747
C -1.3786 -4.0298 1.2935
H 2.0982 1.6258 1.3030
Rb 2.7503 -1.6176 -3.3273
H -0.1947 -1.0643 0.4749
As 5.4871 1.0730 -5.0742
C 3.9387 1.2432 -0.8808
H 0.4618 -1.4420 2.4723
H -2.1990 2.7722 1.9418
H -0.7273 -1.3579 4.5791
F 5.1595 -0.1964 -3.9203
F 3.9055 1.8243 -4.7680
```

Here are the Mulliken charges for atoms 1 to 4, given in e: atom 1 (H): 0.355, atom 2 (H): 0.250, atom 3 (H): 0.301, atom 4 (H): 0.113

***

Entry 2:
This record from the Open Molecules 2025 dataset describes a structure of composition C16H36AsN3O2RuSSi. The level of theory is ωB97M-V with the def2-TZVPD basis set.

M: 538.63 g mol⁻¹
Frontier orbital gap (alpha / beta): 6.5 / 6.5 eV
Total charge: +2

XYZ file:
```
61
C16H36AsN3O2RuSSi, DFT ωB97M-V with the def2-TZVPD basis set
H 0.9423 -3.2533 -0.1743
O -0.5687 -1.8729 -0.0721
H 0.4192 -2.8488 1.4694
H 6.6515 -1.0698 2.8501
H -0.5545 -0.8674 -2.6719
H -0.4342 1.1756 -3.6168
N -0.9309 -0.1445 -2.0629
C -3.1748 1.3326 2.9849
C 1.1218 2.5302 -1.6577
H -1.8077 -0.5330 -1.7238
H 4.0007 -3.4945 -0.4818
H 5.6323 -4.0535 -0.1431
C -3.1212 -1.5687 1.8548
H -0.0255 3.6374 -3.0333
H 4.2642 -1.1243 3.7622
H -4.0872 1.7178 -0.2783
H -0.3513 4.0685 -1.3745
H -1.6737 2.0225 -1.0296
C -1.4106 2.3172 -2.0488
H 6.0915 -2.7189 3.1853
H -2.3623 -1.8349 2.5885
H 6.7830 -1.1601 -0.7456
H -4.3975 -0.0071 -0.6223
H -2.1442 0.8487 -3.4644
H -2.4068 1.0657 3.7080
C 2.2587 -0.4092 3.6102
H 0.2547 0.2497 3.0868
H 7.3793 -2.4384 2.0256
C 4.7587 -3.5712 0.3005
H 6.1032 0.2319 0.0879
H 2.1577 -0.2228 4.6699
O -1.4487 0.6483 0.7471
C 2.4984 -0.8545 0.9509
H 4.3801 -4.2320 1.0828
H -3.0005 -2.1746 0.9604
H 0.6295 2.4270 0.3495
H 5.1635 -0.6131 -1.1541
C -1.2405 1.0586 -2.8922
N 1.0499 1.8128 -0.3487
Si 5.2318 -1.9058 0.9906
N 1.3411 -0.3788 1.4505
H -5.2832 0.8129 0.6775
C -0.1770 3.2165 -2.0366
Ru 0.1935 -0.1892 -0.2051
H 1.9175 3.2738 -1.6023
C 1.2068 -0.1451 2.7597
H 1.4238 1.7951 -2.4050
S 2.2305 -0.9692 -0.7977
C -4.3278 0.7497 0.1575
C 0.0652 -3.0162 0.4474
H -0.6335 -3.8506 0.4257
H -2.2528 2.8966 -2.4274
H -4.1122 -1.7255 2.2812
C 5.8617 -0.7490 -0.3262
H -4.1579 1.1369 3.4119
H 2.0093 1.6704 -0.0412
C 3.4459 -0.9171 3.0834
C 3.6148 -1.1596 1.7177
As -2.9561 0.2822 1.4069
H -3.0907 2.3860 2.7256
C 6.4336 -2.0411 2.4008
```

Here are the Mulliken charges for atoms 1 to 4, given in e: atom 1 (H): 0.315, atom 2 (O): -0.412, atom 3 (H): 0.308, atom 4 (H): 0.351

***

Entry 3:
This record from the Open Molecules 2025 dataset describes a structure of composition C16H36Br5Cl3IKMgN4NaO10P2. The level of theory is ωB97M-V with the def2-TZVPD basis set.

M: 1225.61 g mol⁻¹
Frontier orbital gap: 3.4 eV
Total charge: +1

XYZ file:
```
80
C16H36Br5Cl3IKMgN4NaO10P2, DFT ωB97M-V with the def2-TZVPD basis set
P 0.2487 -2.2038 0.0550
C -2.3503 -2.3482 -1.1688
Cl -6.6876 -2.2710 3.4046
N 1.1793 -1.2217 1.2296
H 8.5266 -2.1463 -0.8207
Br 1.2270 1.0846 -1.5259
H -2.8170 -2.0570 -2.2281
H 2.2586 -1.9702 -1.0415
H -5.7795 -1.6223 -1.2577
O -6.0935 -9.7667 4.0597
H -2.1706 3.4519 -5.3628
H 6.1855 -0.0024 4.4799
H -5.0162 4.6676 -1.5795
H -1.5256 1.8069 -2.2421
O 1.3645 -2.3804 -1.3158
O -5.9700 -7.6534 3.6753
C 5.6518 -0.9438 4.3214
H 5.0751 0.4076 0.1616
C -4.1140 -1.4601 0.4015
H -4.1235 -1.5514 1.5916
Cl -0.1283 4.5271 -5.7716
C 5.5016 -2.6780 2.7028
H 5.6796 -1.5329 5.2458
H -1.3701 0.6636 0.1368
H -3.6510 0.2025 -1.0885
O -7.0993 -8.3765 5.3577
C 9.0067 -1.6476 0.0221
Br -2.7993 1.8650 1.9025
Na 1.4007 7.7803 -1.9552
C -1.2350 -1.2437 -0.6829
N -6.3876 -8.5989 4.3643
C -3.3686 -0.0506 0.0184
C -4.3606 3.7907 -1.5663
H -6.0957 -2.5912 0.3501
C 0.2097 6.1316 -0.0335
C -1.8750 4.5031 -5.4238
H -1.7643 -0.5836 1.2546
H 5.8443 -3.6317 3.1203
H 7.0845 -0.5360 -0.9677
C 7.1200 -0.2048 0.0752
O 5.0793 -1.5870 0.4921
N -3.4075 -2.6830 -0.1410
O 0.1157 6.4311 1.2533
H 1.7013 -1.9136 1.8134
H 4.4436 -2.5475 2.9548
H 9.7697 -0.9488 -0.3336
C -2.6847 5.2060 -6.5021
H 7.4481 0.8410 0.1013
Br -4.4771 3.0211 0.2165
H -3.7532 5.0558 -6.3211
H -3.7405 0.8126 0.7492
H 9.4866 -2.4150 0.6342
O 6.3073 -1.6506 3.2799
Br -5.0206 2.5673 -2.9272
H -2.0314 4.9589 -4.4405
H -0.7091 5.7934 -0.5423
H 5.1176 -3.5841 0.8070
P -0.5484 -0.2119 -2.1670
C -5.6832 -1.5557 -0.0767
C 5.6578 -2.7055 1.1775
O 8.0650 -0.9638 0.8302
C 5.7152 -0.3155 0.6799
H 0.5379 6.9335 -0.7165
H 6.6954 -2.8464 0.8788
H -3.0287 -3.1929 0.6878
Br -2.5636 4.4186 -1.9675
H 5.7050 -0.0246 1.7309
H 1.9186 -0.6705 0.7290
H 0.9077 5.3250 -0.3151
H -1.7502 -3.3608 -1.3671
I -6.8659 0.1080 2.6727
O -1.7469 0.9424 -2.7126
Cl -2.4072 6.9656 -6.5124
K -1.5993 4.3257 1.3632
Mg -6.0876 -4.3438 5.1092
O -7.0876 0.6206 -0.3509
C -6.5469 -0.2814 0.5120
H -2.4505 4.8191 -7.4985
N -1.8823 -0.2516 0.2637
H 4.6188 -0.6998 4.0574
```

Here are the Mulliken charges for atoms 1 to 4, given in e: atom 1 (P): 0.180, atom 2 (C): -0.839, atom 3 (Cl): -0.312, atom 4 (N): -0.528

***

Entry 4:
This record from the Open Molecules 2025 dataset describes a cluster of 2 separate species, C16H36N2O2 in total. The level of theory is ωB97M-V with the def2-TZVPD basis set.

M: 288.48 g mol⁻¹
Frontier orbital gap: 4.9 eV
Relative energy (zero: lowest compared OMol25 entry of this formula, charge and spin): 3.272 eV

XYZ file:
```
56
C16H36N2O2, DFT ωB97M-V with the def2-TZVPD basis set
H 1.1180 2.5542 0.0729
C -0.6942 2.5130 -1.1410
H 4.2013 -2.9792 -3.1405
C -1.9118 -0.1562 1.1117
H -2.7449 3.9426 -0.0264
H -2.5920 -2.0595 0.7066
C -1.4681 1.2339 -0.8675
N 0.3261 -2.3995 -0.4125
H 0.5827 -1.4255 -0.6245
C -2.9096 -1.0568 0.4176
H 0.0098 3.8517 0.4370
C -3.1078 3.5338 0.9164
H 0.3391 -4.1435 -1.4902
H 6.6444 -4.1090 -2.7797
H 2.6374 -3.6551 -0.6138
O 1.7683 -2.8628 -2.3083
H -3.9183 3.8243 3.6512
C 0.0622 2.7980 0.1687
C -2.8454 3.7421 3.4687
H 7.2309 -3.9542 -0.1003
H -3.7720 1.6805 0.1282
H -2.3316 4.3026 4.2488
H -0.8409 0.3507 -1.0154
O 5.1731 -3.6493 -1.4409
C -4.3997 -0.9138 0.7560
H -0.2309 -2.7404 -2.4308
H -1.3672 3.3316 -1.3887
C -2.4746 4.2891 2.0924
H -1.3898 4.3407 1.9958
H 0.1017 1.0641 1.4482
H 2.7655 -4.6364 -2.1144
H -2.7588 -1.0189 -0.6608
H -4.5576 -0.7286 1.8209
H -2.8129 5.3250 2.0285
H 7.6985 -2.3266 -0.6123
C 2.7843 -3.6229 -1.6947
C -3.0823 2.0077 0.9011
H -3.4511 1.6224 1.8492
C 4.0910 -2.9559 -2.0533
H -2.5648 2.6942 3.5931
C 6.4243 -3.3498 -2.0221
H -0.8412 2.3581 2.1627
H 4.0676 -1.9269 -1.6849
H -4.1753 3.7747 0.9312
H -0.0259 2.3936 -1.9905
H 6.3981 -2.3733 -2.5123
N -1.8048 1.2670 0.6047
C -0.5740 1.8850 1.2239
H -2.3793 1.1279 -1.4483
C 7.5110 -3.3443 -0.9533
H 8.4461 -3.7003 -1.3851
C 0.4742 -3.0648 -1.6434
H -0.9189 -0.5802 0.9367
H -2.0951 -0.1135 2.1872
H -4.9175 -1.8380 0.5041
H -4.8971 -0.1234 0.1924
```

Here are the Mulliken charges for atoms 1 to 4, given in e: atom 1 (H): 0.444, atom 2 (C): -0.741, atom 3 (H): 0.287, atom 4 (C): -0.619